The following is a DFT calculation (ωB97M-V with the def2-TZVPD basis set) of a molecular structure, C44H28AsF6N10O2Ta.

Values from the calculation:
- Energy relative to the best compared isomer or geometry (same formula, charge and spin): 2.1822 eV
- Expectation value of S²: 0.804
- Charge: +1
- Kohn-Sham gap (alpha / beta): 5.007 / 5.290 eV
- Multiplicity: 2

CARTESIAN COORDINATES (ANGSTROEM)
Ta: 0.37497 -0.08759 0.12257
C: 5.01172 1.73410 -4.33509
C: 4.15036 2.81104 -4.56897
C: 2.86961 2.83874 -4.03665
C: 2.50445 1.76801 -3.24031
C: 1.26028 1.45133 -2.56357
N: 0.13845 2.10754 -2.81615
C: -0.97994 1.66195 -2.33435
C: -2.26651 2.18610 -2.79535
C: -2.58434 3.20224 -3.67237
C: -3.93992 3.42540 -3.90089
C: -4.91977 2.64900 -3.28070
C: -4.58184 1.62134 -2.40443
C: -3.23470 1.41994 -2.17888
C: -2.52049 0.47118 -1.32331
N: -3.19405 -0.39422 -0.60206
C: -2.58943 -1.31406 0.10994
N: -1.26175 -1.65352 0.09530
C: -1.16929 -2.84123 0.80082
N: -0.17068 -3.66586 0.76523
C: 0.82265 -3.37973 -0.08107
N: 1.07385 -2.19076 -0.68303
C: 2.25515 -2.37269 -1.39242
N: 2.97887 -1.47557 -2.03278
C: 2.61135 -0.24038 -2.18736
N: 1.38068 0.31941 -1.81772
C: 3.35836 0.70453 -2.99928
C: 4.62483 0.65131 -3.55778
C: 2.70175 -3.74706 -1.28824
C: 3.78478 -4.41772 -1.83693
C: 3.93188 -5.75383 -1.49538
C: 3.02769 -6.39313 -0.63834
C: 1.94511 -5.71637 -0.09571
C: 1.80703 -4.38149 -0.44103
C: -2.43885 -3.14262 1.45857
C: -2.82593 -4.16169 2.30714
C: -4.16079 -4.17554 2.69705
C: -5.07016 -3.22544 2.22481
C: -4.67692 -2.22583 1.34407
C: -3.34121 -2.20352 0.98640
N: -1.17034 0.65638 -1.40481
H: 6.00023 1.74662 -4.77423
H: 4.49129 3.63578 -5.17979
H: 2.19186 3.66150 -4.21426
H: -1.81740 3.79752 -4.14763
H: -4.24171 4.21799 -4.57201
H: -5.96205 2.85293 -3.48505
H: -5.33256 1.01238 -1.92017
H: 5.28100 -0.19137 -3.38847
H: 4.47764 -3.91726 -2.49914
H: 4.76269 -6.31760 -1.89789
H: 3.17937 -7.43626 -0.39618
H: 1.24243 -6.20197 0.56686
H: -2.12276 -4.90451 2.65687
H: -4.50573 -4.94166 3.37823
H: -6.10072 -3.27472 2.54902
H: -5.37387 -1.49444 0.95924
C: 4.66300 -0.59332 0.57954
C: 3.35295 -0.30944 1.22474
O: 2.28702 -0.57094 0.52624
C: 3.20045 0.15617 2.48832
C: 1.93103 0.47471 2.97985
C: 1.87369 0.95759 4.39530
N: 0.80268 0.41728 2.24749
N: -0.22808 0.97773 3.00906
C: -1.28551 1.06776 2.30865
O: -1.29432 0.54706 1.09772
C: -2.51239 1.70729 2.81995
C: -2.51859 2.25398 4.10153
C: -3.66454 2.85784 4.58734
C: -4.80655 2.92556 3.80046
C: -4.80129 2.38778 2.52147
C: -3.65585 1.77942 2.03088
H: 4.68670 -1.61197 0.19110
H: 4.79703 0.08592 -0.26466
H: 5.47881 -0.44802 1.28332
H: 4.05920 0.31578 3.12033
H: 2.86230 0.91052 4.84339
H: 1.50487 1.98219 4.41257
H: 1.17251 0.36006 4.97588
H: -1.62077 2.20469 4.70151
H: -3.66670 3.28390 5.58171
H: -5.69826 3.40389 4.18369
H: -5.68769 2.44746 1.90379
H: -3.64884 1.36141 1.03499
F: 2.57145 2.07338 0.18585
As: 1.58044 3.49737 0.41649
F: 1.62929 3.75656 -1.28526
F: 0.21297 2.22623 0.13634
F: 0.35655 4.67453 0.56101
F: 1.47039 3.14415 2.09525
F: 2.90943 4.53089 0.66178